60
Properties=species:S:1:pos:R:3 method="wB97M-V/def2-TZVPD" e_above_lowest_ev=2.3260 charge=0 gap_ev=8.13 e_homo_ev=-7.71 smiles="CCOc1ccc(CCNC(=O)CCc2nc(-c3ccc(C)cc3)no2)cc1OCC"
C 5.051 0.518 -1.562
H -1.740 -3.936 -0.432
H -0.556 -4.065 -1.749
C -5.001 -0.386 3.183
H 5.104 2.461 -0.666
C 0.873 -0.750 0.670
C 2.302 0.943 -1.790
H 0.275 3.313 4.048
C -1.142 0.791 -2.329
H 6.734 -0.127 -0.426
C -2.454 0.240 -2.739
C -3.757 -1.026 2.587
C 0.875 1.149 -1.897
C 2.870 -0.244 -2.249
C -1.587 -0.322 1.881
C 3.117 1.919 -1.220
H -5.779 -1.135 3.299
H 7.075 1.214 -1.515
C -0.928 -3.419 -0.948
H -4.251 -0.490 -1.799
H 1.159 -3.006 -0.518
N -1.513 -2.227 -1.524
C 6.522 0.283 -1.414
C -0.036 -1.785 0.741
H 6.880 -0.425 -2.157
C -1.248 -1.572 1.397
C 0.567 0.503 1.186
H -4.768 0.047 4.152
H 1.451 2.457 3.053
N 0.256 2.248 -1.548
C -3.186 -0.427 -1.567
O -2.776 -0.012 2.462
H -1.942 -2.390 1.487
H -3.063 1.070 -3.101
H -3.091 0.193 -0.670
H -3.986 -1.464 1.606
C 0.219 -3.087 0.031
H 1.302 1.286 1.099
H -3.387 -1.823 3.248
H 2.232 -0.992 -2.693
N 0.014 0.205 -2.394
H 4.665 -1.371 -2.491
H 1.833 -0.902 0.200
H 2.670 2.838 -0.875
C -0.671 0.750 1.751
C 4.475 1.702 -1.109
C 0.743 3.282 3.067
H 0.314 -3.909 0.744
H -5.360 0.404 2.529
H -1.037 3.939 2.048
O -1.057 2.024 -1.825
H -0.865 -1.564 -1.931
C -2.750 -1.833 -1.168
O -3.525 -2.545 -0.556
H -2.303 -0.475 -3.548
C 4.230 -0.448 -2.133
C -0.327 3.108 1.992
H 1.281 4.212 2.901
H 0.119 3.102 0.989
O -1.121 1.957 2.191

53
Properties=species:S:1:pos:R:3 method="wB97M-V/def2-TZVPD" e_above_lowest_ev=1.8476 charge=+1 gap_ev=6.36 e_homo_ev=-11.12
S -2.482 3.066 0.956
H -1.346 6.542 0.701
O -3.943 -1.716 -1.415
O -2.237 -0.413 -0.836
N 1.194 2.058 0.088
N -0.176 1.946 0.338
H -2.914 5.005 -0.370
C 1.222 -4.107 2.841
N 0.020 -2.625 1.422
C 0.785 -3.705 1.593
H 1.834 -4.989 2.958
C -1.411 5.534 1.106
C -2.244 -3.901 -2.028
H 1.525 -3.144 -2.409
C -2.693 4.850 0.685
H 1.762 -4.638 5.389
Cl 1.084 -5.901 -2.894
C 3.630 -0.688 -0.383
C 0.469 -3.348 -2.298
C 1.232 -3.690 5.341
C -1.769 -2.610 -1.810
H -3.543 5.172 1.284
S -1.287 -0.494 2.382
H 0.345 -3.737 5.972
H 6.882 0.085 -0.894
C -2.766 -1.604 -1.394
C -0.812 3.080 0.552
S -0.005 4.588 0.446
Os -0.983 0.160 0.347
O 0.928 -0.193 0.279
C 3.126 0.609 -0.173
H 3.601 2.692 -0.058
H -1.310 5.575 2.190
C 1.713 0.871 0.068
H 1.042 -4.261 0.698
H 6.009 2.377 -0.515
C -1.370 -4.918 -2.367
H 5.353 -1.857 -0.809
C 4.004 1.703 -0.223
C -0.412 -2.339 -1.958
H -3.301 -4.100 -1.917
H 1.975 -1.590 -0.097
O 2.879 -1.816 -0.368
H -0.023 -1.339 -1.834
C 4.987 -0.852 -0.646
N 0.091 -2.248 3.770
H -1.727 -5.925 -2.532
C 5.344 1.526 -0.478
C -0.250 -1.960 2.535
C 5.830 0.237 -0.693
H 1.873 -2.904 5.741
C 0.838 -3.347 3.943
C -0.017 -4.634 -2.491

115
Properties=species:S:1:pos:R:3 method="wB97M-V/def2-TZVPD" e_above_lowest_ev=1.8779 charge=-2 gap_ev=5.58 e_homo_ev=-1.64
C -2.332 7.389 0.893
H -0.958 4.275 1.701
C 0.184 -2.653 3.410
C 0.858 -3.084 -1.657
C -1.676 -4.221 4.748
H 0.719 5.330 -0.597
C 0.562 -3.876 3.954
H 5.854 0.801 -3.378
H 2.046 -1.259 5.252
C -1.768 4.313 0.980
H -0.055 -5.581 5.087
C -1.612 -4.391 1.146
C -0.495 4.157 -5.599
C -1.976 -5.585 1.745
H -3.756 5.860 -1.483
H -4.909 3.336 2.645
H -0.987 2.785 -7.169
H -2.286 8.297 0.298
C 0.150 6.255 -0.582
H 4.111 -1.716 6.557
C -0.280 1.943 -3.971
H 0.204 6.709 -1.565
H -1.369 -7.574 2.272
C 2.420 -2.984 -3.474
H 5.719 0.265 1.407
H -3.908 1.897 -1.401
P 0.362 -2.637 0.037
S -0.397 0.470 -2.926
C -1.141 -2.243 3.505
H 6.124 -2.569 5.422
S 0.764 0.222 2.687
H -3.449 2.393 2.911
H -2.397 -4.832 5.280
N 2.730 0.361 -0.079
C -1.088 -6.646 1.785
Te -1.545 2.551 -0.351
H 2.793 -2.212 -1.502
H 1.723 0.618 -4.463
C 4.478 0.579 -1.736
C 2.890 -1.918 3.399
C -0.350 -4.250 0.583
H -4.123 3.443 -0.590
N 0.820 0.468 -1.911
C 0.534 -5.325 0.620
Mg 0.464 0.429 0.096
C 1.819 -2.311 0.873
H 1.583 -4.219 3.843
H -7.100 0.897 1.217
H 0.851 -7.360 1.220
C 3.818 0.732 -4.041
H -2.957 -5.694 2.192
H 3.984 -2.600 1.709
H -2.508 4.822 -2.164
H 0.046 5.293 -3.868
C 4.034 -2.396 2.772
Si -4.647 1.492 0.908
O -1.634 0.684 -2.208
C -0.129 4.306 -4.272
C 5.193 -2.622 3.490
H 3.378 -2.673 -3.868
C -3.752 2.428 -0.465
C 2.929 -1.653 4.764
C 3.640 0.319 0.857
H -3.071 -0.342 1.492
H 1.521 -5.198 0.191
H -2.708 4.241 1.515
C 0.280 -4.020 -3.788
H 6.492 0.553 -0.953
H -0.813 0.786 -5.661
C -0.723 2.895 -6.125
H -1.758 7.562 1.798
C 2.095 -2.715 -2.157
H 6.075 -3.012 2.995
Si -1.644 5.866 -0.077
S -1.218 -1.440 -0.126
C 4.086 -1.891 5.487
C 3.110 0.485 -1.358
H 3.286 0.243 1.878
C 1.518 -3.647 -4.286
H -1.430 -1.296 3.066
H -0.423 -4.543 -4.426
H -3.098 -2.704 4.233
H -2.304 -3.561 1.104
H -0.599 5.029 -6.233
H -2.430 6.569 -2.384
C -4.497 2.329 2.631
O -0.401 -0.663 -3.820
H -6.667 0.902 -0.477
H -4.028 -0.786 0.113
H -3.367 7.240 1.182
C -6.526 1.426 0.463
H 0.631 6.926 0.121
H 4.080 0.840 -5.087
Cl 1.254 2.968 -0.071
C -4.077 -0.308 1.087
P 1.365 -1.678 2.399
C 2.475 0.622 -3.691
H -5.010 1.751 3.396
H -6.961 2.414 0.354
C 5.220 -2.377 4.855
C 4.812 0.718 -3.096
C 0.004 3.194 -3.450
H -1.037 -3.970 -2.089
H 0.339 3.303 -2.428
C 2.086 0.517 -2.358
C 5.016 0.359 0.591
C -2.067 -3.026 4.167
C -0.630 1.787 -5.300
C 5.437 0.501 -0.705
C -0.361 -4.644 4.637
H -4.720 -0.909 1.726
C 0.165 -6.520 1.204
H 1.773 -3.872 -5.316
C -2.692 5.780 -1.683
C -0.059 -3.718 -2.485

35
Properties=species:S:1:pos:R:3 method="wB97M-V/def2-TZVPD" e_above_lowest_ev=0.0382 charge=0 gap_ev=11.24 e_homo_ev=-10.42 smiles="CCCCCC[C@@H](CCC)C(=O)O"
H -0.258 2.439 0.798
H -3.950 0.008 -1.024
H 0.504 1.389 2.000
C 3.177 1.786 -1.188
H -3.956 0.306 0.714
C -3.389 -0.154 -0.100
H -2.803 -1.840 1.110
C 1.049 0.947 -0.027
H 1.008 -2.248 -0.466
H 4.011 2.475 -1.041
C -2.030 0.534 -0.228
H 2.931 -0.266 -1.834
C 3.729 0.409 -1.536
C -4.651 -2.327 0.137
C 0.020 1.406 1.021
O 2.002 -0.928 1.163
H 2.913 1.426 0.922
H -1.883 0.936 1.876
H 4.245 -0.021 -0.680
H 0.621 1.034 -1.028
H -2.654 -2.103 -0.629
O 0.816 -1.321 -0.680
H 2.037 2.827 0.296
H -0.967 -0.475 1.356
H 4.434 0.481 -2.361
C 1.364 -0.507 0.236
H -4.557 -3.395 0.323
H 2.584 2.161 -2.027
C 2.324 1.795 0.079
H -1.452 0.026 -1.001
H -5.289 -1.900 0.907
H -2.188 1.567 -0.549
C -1.242 0.544 1.081
C -3.282 -1.658 0.146
H -5.138 -2.188 -0.826

- Look up the charge of the fourth one.
  0

- The lowest charge belongs to which entry?
  C48H53ClMgN2O2P2S3Si2Te